Entry 1:
{"formula": "C5H9MgO3", "method": "the ωB97M-V functional and the def2-TZVPD basis", "species": ["O", "C", "C", "O", "C", "C", "O", "C", "Mg", "H", "H", "H", "H", "H", "H", "H", "H", "H"], "xyz": [[1.376, 1.764, -0.693], [0.818, 0.753, 0.038], [1.618, -0.529, -0.162], [0.980, -1.631, 0.457], [-0.069, -2.122, -0.251], [-1.224, -2.473, 0.355], [-0.629, 0.609, -0.194], [-1.463, 1.671, 0.188], [1.839, 3.517, -0.632], [0.874, 1.000, 1.121], [2.602, -0.411, 0.307], [1.772, -0.726, -1.236], [-0.030, -1.983, -1.338], [-1.268, -2.610, 1.437], [-2.094, -2.680, -0.268], [-1.300, 2.567, -0.431], [-2.505, 1.355, 0.054], [-1.300, 1.931, 1.248]], "lowdin_charge": [-0.320, -0.454, -0.123, -0.074, -0.235, 0.048, -0.139, -0.101, 1.438, 0.154, 0.143, 0.140, 0.124, 0.070, 0.061, 0.067, 0.105, 0.097], "lumo_ev": [-7.84, -7.84], "max_force_ev_per_a": 3.19, "total_charge": 1, "total_energy_ev": -16908.1043, "multiplicity": 1}

***

Entry 2:
{"formula": "C3H6Cl3P", "method": "the ωB97M-V functional and the def2-TZVPD basis", "species": ["C", "C", "C", "P", "Cl", "Cl", "Cl", "H", "H", "H", "H", "H", "H"], "xyz": [[-0.994, 0.389, -1.216], [-0.342, -0.206, 1.318], [-0.078, -0.297, -0.242], [1.747, -0.341, -0.719], [-0.097, -2.211, -0.562], [2.727, -0.775, 0.899], [1.901, 2.321, -0.286], [-2.061, -0.068, -1.141], [-0.635, 0.209, -2.164], [-0.949, 1.382, -0.825], [0.378, -0.935, 1.729], [-1.516, -0.328, 1.596], [-0.081, 0.860, 1.614]], "lowdin_charge": [-0.154, -0.187, -1.041, 0.427, 0.465, 0.274, -0.218, 0.127, 0.038, 0.060, -0.002, 0.135, 0.075], "lumo_ev": -1.22, "max_force_ev_per_a": 3.79, "total_energy_ev": -50064.0313, "multiplicity": 1}

***

Entry 3:
{"formula": "C33H94O39P6S5", "method": "the ωB97M-V functional and the def2-TZVPD basis", "species": ["C", "C", "O", "S", "C", "O", "O", "H", "H", "H", "H", "H", "H", "H", "H", "C", "C", "O", "S", "C", "O", "O", "H", "H", "H", "H", "H", "H", "H", "H", "C", "C", "O", "S", "C", "O", "O", "H", "H", "H", "H", "H", "H", "H", "H", "C", "C", "O", "S", "C", "O", "O", "H", "H", "H", "H", "H", "H", "H", "H", "C", "C", "O", "S", "C", "O", "O", "H", "H", "H", "H", "H", "H", "H", "H", "C", "O", "P", "O", "O", "C", "O", "C", "H", "H", "H", "H", "H", "H", "H", "H", "H", "C", "O", "P", "O", "O", "C", "O", "C", "H", "H", "H", "H", "H", "H", "H", "H", "H", "C", "O", "P", "O", "O", "C", "O", "C", "H", "H", "H", "H", "H", "H", "H", "H", "H", "C", "O", "P", "O", "O", "C", "O", "C", "H", "H", "H", "H", "H", "H", "H", "H", "H", "C", "O", "P", "O", "O", "C", "O", "C", "H", "H", "H", "H", "H", "H", "H", "H", "H", "C", "O", "P", "O", "O", "C", "O", "C", "H", "H", "H", "H", "H", "H", "H", "H", "H"], "xyz": [[-3.472, -0.800, -0.684], [-3.072, -0.987, -2.150], [-4.226, -0.892, -2.895], [-4.064, -0.885, -4.573], [-4.130, -2.635, -4.942], [-5.210, -0.286, -5.247], [-2.726, -0.387, -4.879], [-4.376, -1.316, -0.362], [-3.689, 0.241, -0.446], [-2.664, -1.190, -0.065], [-2.368, -0.250, -2.537], [-2.538, -1.892, -2.441], [-3.989, -2.817, -6.007], [-5.064, -3.008, -4.521], [-3.313, -3.016, -4.328], [2.156, -1.225, 5.367], [2.272, -0.503, 6.687], [2.820, 0.782, 6.501], [4.231, 1.200, 7.340], [3.685, 0.933, 9.097], [5.209, 0.230, 6.942], [4.454, 2.665, 7.098], [1.555, -0.705, 4.622], [1.697, -2.208, 5.476], [3.104, -1.471, 4.888], [1.247, -0.289, 6.989], [2.767, -1.142, 7.419], [2.723, 1.440, 9.169], [4.417, 1.476, 9.694], [3.684, -0.139, 9.296], [2.793, -5.623, -0.910], [1.965, -6.928, -0.745], [2.497, -7.656, 0.308], [2.996, -9.232, 0.136], [4.517, -8.992, -0.934], [3.376, -9.669, 1.467], [1.922, -9.860, -0.644], [2.265, -4.937, -1.572], [3.728, -5.736, -1.460], [2.851, -5.123, 0.057], [0.973, -6.617, -0.417], [1.721, -7.350, -1.720], [4.274, -8.294, -1.735], [4.859, -9.984, -1.230], [5.292, -8.487, -0.357], [-1.202, -5.089, -0.564], [-2.447, -4.721, -1.378], [-3.398, -4.248, -0.443], [-4.996, -4.595, -0.684], [-5.126, -6.473, -0.449], [-5.743, -4.011, 0.442], [-5.312, -4.269, -2.050], [-1.113, -4.396, 0.273], [-0.297, -5.053, -1.170], [-1.309, -6.084, -0.133], [-2.237, -3.910, -2.076], [-2.808, -5.479, -2.073], [-4.655, -6.814, -1.371], [-6.192, -6.666, -0.330], [-4.592, -6.846, 0.424], [3.856, 4.274, 4.072], [2.544, 4.129, 3.324], [2.169, 5.342, 2.694], [0.570, 5.433, 2.291], [-0.153, 5.840, 3.910], [0.335, 6.583, 1.404], [0.078, 4.130, 1.870], [4.641, 4.345, 3.319], [4.188, 3.450, 4.703], [3.827, 5.166, 4.698], [2.738, 3.392, 2.544], [1.863, 3.839, 4.124], [0.331, 6.755, 4.250], [0.067, 5.039, 4.616], [-1.233, 5.857, 3.758], [1.045, -1.450, -5.045], [1.480, -2.678, -4.625], [0.524, -3.982, -4.720], [-0.849, -3.803, -4.155], [0.525, -4.415, -6.301], [0.155, -5.712, -6.685], [1.448, -5.097, -4.003], [2.693, -5.484, -4.629], [1.419, -0.669, -4.383], [-0.042, -1.370, -5.078], [1.438, -1.224, -6.036], [1.006, -6.275, -7.067], [-0.608, -5.707, -7.464], [-0.438, -6.276, -5.965], [2.912, -4.858, -5.494], [2.722, -6.529, -4.937], [3.404, -5.244, -3.839], [5.400, -0.626, 3.143], [5.218, -1.361, 1.943], [4.241, -2.722, 1.857], [4.618, -3.671, 2.943], [2.685, -2.191, 1.882], [1.603, -3.125, 2.139], [4.427, -3.270, 0.363], [4.061, -2.432, -0.679], [5.054, -1.141, 4.039], [4.934, 0.352, 3.019], [6.472, -0.449, 3.227], [1.126, -3.057, 3.117], [1.865, -4.166, 1.952], [0.831, -2.954, 1.388], [3.450, -2.979, -1.397], [4.899, -2.034, -1.251], [3.368, -1.644, -0.385], [-1.986, 4.738, -6.146], [-1.636, 5.007, -4.789], [-0.058, 4.749, -4.344], [1.008, 5.232, -5.272], [0.062, 5.349, -2.839], [0.882, 6.513, -2.498], [-0.029, 3.134, -4.137], [-1.117, 2.497, -3.539], [-2.448, 5.654, -6.515], [-2.750, 3.962, -6.182], [-1.161, 4.613, -6.848], [0.394, 7.003, -1.655], [1.192, 7.066, -3.384], [1.821, 6.183, -2.053], [-0.823, 1.902, -2.674], [-1.527, 1.860, -4.324], [-1.827, 3.239, -3.175], [0.360, -2.029, -1.633], [0.933, -0.736, -1.737], [0.621, 0.431, -0.660], [-0.845, 0.659, -0.522], [1.307, -0.023, 0.714], [0.917, 0.592, 1.972], [1.530, 1.714, -1.130], [1.368, 3.074, -0.729], [-0.339, -2.089, -2.468], [-0.278, -2.136, -0.756], [0.985, -2.922, -1.604], [0.802, 1.676, 1.971], [1.549, 0.313, 2.815], [-0.048, 0.116, 2.145], [1.851, 3.781, -1.402], [1.744, 3.198, 0.286], [0.314, 3.350, -0.718], [-0.576, 1.819, 5.433], [-1.122, 2.857, 4.653], [-2.701, 2.890, 4.276], [-3.243, 4.173, 3.754], [-2.945, 1.602, 3.309], [-2.766, 1.734, 1.859], [-3.370, 2.397, 5.714], [-4.759, 1.983, 5.718], [-0.851, 1.805, 6.488], [0.513, 1.867, 5.440], [-0.912, 0.809, 5.199], [-3.680, 1.387, 1.377], [-1.925, 1.054, 1.725], [-2.611, 2.754, 1.507], [-5.267, 2.256, 4.793], [-5.204, 2.566, 6.524], [-4.808, 0.906, 5.877], [-1.837, 9.430, -1.315], [-3.049, 8.929, -1.831], [-3.781, 7.606, -1.245], [-4.489, 7.846, 0.016], [-4.713, 7.188, -2.486], [-4.075, 6.792, -3.693], [-2.580, 6.550, -1.204], [-2.586, 5.543, -0.249], [-2.012, 10.404, -0.859], [-1.033, 9.600, -2.031], [-1.477, 8.805, -0.498], [-4.483, 7.430, -4.477], [-4.470, 5.795, -3.888], [-2.986, 6.802, -3.649], [-1.549, 5.221, -0.147], [-3.062, 4.633, -0.613], [-2.983, 5.780, 0.738]], "lowdin_charge": [-0.042, -0.315, -0.237, 0.686, -0.106, -0.291, -0.317, 0.077, 0.063, 0.068, 0.093, 0.081, 0.082, 0.066, 0.034, -0.059, -0.300, -0.286, 0.702, -0.088, -0.284, -0.320, 0.054, 0.087, 0.063, 0.116, 0.119, 0.073, 0.069, 0.065, -0.054, -0.297, -0.255, 0.695, -0.085, -0.282, -0.310, 0.037, 0.077, 0.063, 0.088, 0.124, 0.050, 0.067, 0.069, -0.043, -0.281, -0.269, 0.669, -0.077, -0.308, -0.288, 0.077, 0.058, 0.081, 0.072, 0.120, 0.048, 0.065, 0.066, -0.056, -0.300, -0.242, 0.665, -0.092, -0.296, -0.316, 0.081, 0.059, 0.089, 0.111, 0.107, 0.077, 0.047, 0.063, -0.129, -0.208, 0.496, -0.236, -0.219, -0.132, -0.246, -0.075, 0.094, 0.085, 0.099, 0.092, 0.090, 0.093, 0.090, 0.095, 0.082, -0.105, -0.232, 0.510, -0.245, -0.257, -0.070, -0.205, -0.124, 0.068, 0.086, 0.093, 0.083, 0.080, 0.069, 0.068, 0.105, 0.077, -0.103, -0.269, 0.503, -0.253, -0.248, -0.055, -0.216, -0.110, 0.084, 0.094, 0.088, 0.076, 0.087, 0.077, 0.058, 0.084, 0.089, -0.103, -0.202, 0.491, -0.235, -0.237, -0.054, -0.212, -0.083, 0.065, 0.078, 0.075, 0.071, 0.069, 0.082, 0.089, 0.062, 0.078, -0.128, -0.230, 0.493, -0.236, -0.241, -0.048, -0.251, -0.086, 0.086, 0.076, 0.089, 0.080, 0.056, 0.080, 0.084, 0.089, 0.089, -0.115, -0.211, 0.420, -0.220, -0.205, -0.107, -0.220, -0.123, 0.086, 0.086, 0.079, 0.093, 0.094, 0.070, 0.062, 0.091, 0.096], "smiles": "CCOS(C)(=O)=O.CCOS(C)(=O)=O.CCOS(C)(=O)=O.CCOS(C)(=O)=O.CCOS(C)(=O)=O.COP(=O)(OC)OC.COP(=O)(OC)OC.COP(=O)(OC)OC.COP(=O)(OC)OC.COP(=O)(OC)OC.COP(=O)(OC)OC", "lumo_ev": 0.01, "max_force_ev_per_a": 4.63, "total_energy_ev": -225514.7095, "multiplicity": 1}

***

Entry 4:
{"formula": "C5H5N", "method": "the ωB97M-V functional and the def2-TZVPD basis", "species": ["C", "C", "C", "C", "C", "N", "H", "H", "H", "H", "H"], "xyz": [[0.226, 0.328, 0.770], [0.289, -0.720, -0.090], [1.433, 0.102, -0.027], [2.638, 0.282, -0.431], [-2.736, 0.715, -0.365], [-3.555, -0.105, -0.125], [-0.278, 0.708, 1.600], [3.031, -0.333, -1.209], [3.410, 1.121, -0.058], [-0.140, -1.665, -0.426], [-4.319, -0.434, 0.361]], "lowdin_charge": [0.048, 0.014, -0.379, -0.043, -0.027, 0.056, 0.071, 0.027, 0.095, 0.108, 0.031], "lumo_ev": 1.07, "max_force_ev_per_a": 5.32, "total_energy_ev": -6750.6072, "multiplicity": 1}